# 1
Below is a cluster of 2 separate species, C3H10N3 in total, with properties calculated with ωB97M-V/def2-TZVPD.

Last columns: bonded neighbours and bond lengths (Å).
CARTESIAN COORDINATES (ANGSTROEM)
1 C 1.2489 -0.0410 2.2563  N4 1.484, H5 1.090, H6 1.083, H7 1.094
2 N -1.3883 1.1046 -0.0557  C3 1.309, H8 1.009, H9 1.022
3 C -0.4662 0.4309 0.5833  N2 1.309, N4 1.308, H10 1.092
4 N 0.0233 0.6447 1.7775  C1 1.484, C3 1.308, H11 1.013
5 H 1.6689 0.6101 3.0234  C1 1.090
6 H 1.9238 -0.1753 1.4199  C1 1.083
7 H 0.9644 -0.9660 2.7667  C1 1.094
8 H -1.9058 1.9055 0.2738  N2 1.009
9 H -1.4625 0.8611 -1.0459  N2 1.022
10 H -0.0875 -0.4079 -0.0049  C3 1.092
11 H -0.4982 1.2399 2.4107  N4 1.013
12 C 0.3936 -1.0621 -2.6406  N13 1.268, H14 1.087, H15 1.087
13 N -0.7699 -0.8453 -2.1858  C12 1.268, H16 1.022
14 H 1.2419 -0.9946 -1.9641  C12 1.087
15 H 0.5684 -1.2866 -3.6901  C12 1.087
16 H -1.4547 -1.0180 -2.9247  N13 1.022

Output
Net charge = +1
Orbital gap = 11.4 eV
E_LUMO = -3.105 eV
Relative energy (zero: lowest compared OMol25 entry of this formula, charge and spin) = 149.1 kJ/mol
HOMO level = -14.50 eV


# 2
Below is the ion C3H10N3O2 with charge +1, with properties calculated with ωB97M-V/def2-TZVPD.

Last columns: bonded neighbours and bond lengths (Å).
CARTESIAN COORDINATES (ANGSTROEM)
1 C -1.2297 2.4412 0.0816  N2 1.456, H9 1.152, H10 1.109, H11 1.168
2 N -0.0798 2.1840 -0.7730  C1 1.456, N3 1.378, H12 1.087
3 N -0.0446 1.0311 -1.5269  N2 1.378, N4 1.573, H13 1.020
4 N 0.5044 -0.3197 -0.9367  N3 1.573, O5 1.336, C6 1.300
5 O 1.6027 -0.5750 -1.6542  N4 1.336, H14 0.954
6 C 0.1962 -1.0747 0.0761  N4 1.300, O7 1.288, H15 1.115
7 O 0.8793 -2.0801 0.5006  C6 1.288, C8 1.407
8 C 0.4808 -2.7741 1.6577  O7 1.407, H16 1.122, H17 1.099, H18 1.066
9 H -1.3624 1.5978 0.8553  C1 1.152
10 H -0.9112 3.4255 0.4814  C1 1.109
11 H -2.1164 2.4666 -0.6776  C1 1.168
12 H 0.9019 2.3463 -0.3367  N2 1.087
13 H -1.0102 0.8854 -1.8229  N3 1.020
14 H 1.7223 0.1168 -2.3007  O5 0.954
15 H -0.8224 -0.9372 0.5090  C6 1.115
16 H 1.3190 -2.6968 2.3993  C8 1.122
17 H 0.3231 -3.8494 1.4978  C8 1.099
18 H -0.3531 -2.1877 1.9699  C8 1.066

Output
Net charge = +1
SMILES = CNN/[N+](O)=C/OC
Orbital gap = 10.3 eV
E_LUMO = -3.583 eV
Relative energy (zero: lowest compared OMol25 entry of this formula, charge and spin) = 754.8 kJ/mol
HOMO level = -13.84 eV


# 3
Below is the ion C3H10N3O3S with charge +1, with properties calculated with ωB97M-V/def2-TZVPD.

Last columns: bonded neighbours and bond lengths (Å).
CARTESIAN COORDINATES (ANGSTROEM)
1 C 1.3892 -0.8188 -2.2493  S2 1.817, H11 0.992, H12 1.165, H13 1.027
2 S 0.0345 -1.3101 -1.1421  C1 1.817, N3 1.526, O4 1.467, O5 1.795
3 N -0.5501 -2.7066 -1.3290  S2 1.526, H14 0.940
4 O 0.4269 -1.0884 0.2535  S2 1.467
5 O -0.9308 0.1953 -1.3027  S2 1.795, C6 1.400
6 C -0.9395 1.1446 -0.2739  O5 1.400, O7 1.368, C8 1.482, H15 1.123
7 O 0.2418 1.8343 -0.2703  C6 1.368, H16 0.975
8 C -1.2397 0.5918 1.0677  C6 1.482, N9 1.265, N10 1.292
9 N -2.3784 0.0837 1.2784  C8 1.265, H17 0.943, H18 1.033
10 N -0.2942 0.6970 1.9412  C8 1.292, H19 0.998, H20 1.034
11 H 1.9111 -0.2554 -1.6206  C1 0.992
12 H 1.9431 -1.7879 -2.5829  C1 1.165
13 H 1.0197 -0.2034 -2.9840  C1 1.027
14 H -0.6197 -2.9393 -2.2376  N3 0.940
15 H -1.8566 1.7796 -0.4041  C6 1.123
16 H 0.5581 2.1902 -1.1215  O7 0.975
17 H -3.0295 -0.0251 0.6051  N9 0.943
18 H -2.6065 -0.4969 2.1016  N9 1.033
19 H 0.5848 1.0531 1.6310  N10 0.998
20 H -0.3171 0.2974 2.8947  N10 1.034

Output
Net charge = +1
SMILES = C[S@@](=N)(=O)O[C@H](O)C(N)=[NH2+]
Orbital gap = 11.3 eV
E_LUMO = -3.063 eV
Relative energy (zero: lowest compared OMol25 entry of this formula, charge and spin) = 41.2 kJ/mol
HOMO level = -14.32 eV


# 4
Below is an isolated molecule of C3H10N3OP, with properties calculated with ωB97M-V/def2-TZVPD.

Last columns: bonded neighbours and bond lengths (Å).
CARTESIAN COORDINATES (ANGSTROEM)
1 O -3.1101 1.5585 -0.8609  C2 1.480, H9 0.965
2 C -1.9590 2.2131 -0.2002  O1 1.480, N3 1.444, H10 1.050, H11 1.018
3 N -1.0262 1.2062 0.2482  C2 1.444, P4 1.729, H12 0.992
4 P 0.2904 0.7104 -0.7563  N3 1.729, N5 1.703, N8 1.773
5 N -0.0020 -0.9616 -0.8946  P4 1.703, C6 1.417, H13 0.991
6 C 0.8997 -1.7789 -0.1681  N5 1.417, C7 1.586, H14 1.121, H15 1.193
7 C 2.0765 -0.9172 0.4538  C6 1.586, N8 1.438, H16 1.042, H17 1.116
8 N 1.3756 0.3306 0.5938  P4 1.773, C7 1.438, H18 1.008
9 H -3.9234 1.5727 -0.3425  O1 0.965
10 H -2.4414 2.8380 0.4921  C2 1.050
11 H -1.6384 2.8453 -0.9306  C2 1.018
12 H -1.3546 0.3448 0.6156  N3 0.992
13 H -0.4653 -1.0984 -1.7600  N5 0.991
14 H 1.3959 -2.6236 -0.7133  C6 1.121
15 H 0.4165 -2.2395 0.8208  C6 1.193
16 H 2.4072 -1.1627 1.4113  C7 1.042
17 H 2.9062 -0.8794 -0.2915  C7 1.116
18 H 2.1079 0.9943 0.7927  N8 1.008

Output
SMILES = OCNP1NCCN1
Orbital gap = 9.3 eV
E_LUMO = 1.082 eV
Relative energy (zero: lowest compared OMol25 entry of this formula, charge and spin) = 179.0 kJ/mol
HOMO level = -8.23 eV


# 5
Below is an isolated molecule of C3H10N3P, with properties calculated with ωB97M-V/def2-TZVPD.

Last columns: bonded neighbours and bond lengths (Å).
CARTESIAN COORDINATES (ANGSTROEM)
1 C 0.5797 0.5035 -1.2681  C2 1.586, C3 1.429, H8 1.082, H9 1.059
2 C -0.9166 1.0057 -1.1104  C1 1.586, N4 1.384, H10 1.069, H11 1.129
3 C 0.6580 -0.8311 -0.7642  C1 1.429, P7 1.838, H12 1.095, H13 1.125
4 N -1.0541 0.9508 0.2659  C2 1.384, N5 1.545, P7 2.212, H14 0.973
5 N -1.6160 -0.4277 0.6784  N4 1.545, P7 1.586
6 N 1.0155 -0.3326 2.1127  P7 1.797, H15 0.938, H16 0.998
7 P -0.1376 -0.9639 0.8878  C3 1.838, N4 2.212, N5 1.586, N6 1.797, H17 1.420
8 H 0.9060 0.6263 -2.2921  C1 1.082
9 H 1.1624 1.1408 -0.6549  C1 1.059
10 H -1.0164 2.0125 -1.4559  C2 1.069
11 H -1.7302 0.3896 -1.5922  C2 1.129
12 H 0.1202 -1.4987 -1.4456  C3 1.095
13 H 1.7134 -1.1749 -0.5826  C3 1.125
14 H -1.6793 1.6176 0.6000  N4 0.973
15 H 1.4041 -0.9707 2.6793  N6 0.938
16 H 0.4527 0.2600 2.6849  N6 0.998
17 H 0.1380 -2.3072 1.2569  P7 1.420

Output
Orbital gap = 9.4 eV
E_LUMO = 1.107 eV
Relative energy (zero: lowest compared OMol25 entry of this formula, charge and spin) = 0.0 kJ/mol
HOMO level = -8.30 eV


# 6
Below is a cluster of 2 separate species, C3H10N3S in total, with properties calculated with ωB97M-V/def2-TZVPD.

Last columns: bonded neighbours and bond lengths (Å).
CARTESIAN COORDINATES (ANGSTROEM)
1 C 2.1424 0.4580 0.2095  C3 1.473, N4 1.248, H8 1.151
2 C -2.5956 -0.0425 -0.3796  N5 1.397, N6 1.274, H9 1.148
3 C 3.3580 -0.2828 -0.1685  C1 1.473, H10 1.090, H11 0.989, H12 1.097
4 N 0.9892 0.0431 -0.0264  C1 1.248, S7 1.707, H13 1.028
5 N -3.4746 0.9365 0.0894  C2 1.397, H14 0.985, H15 1.087
6 N -2.5918 -1.2268 0.0893  C2 1.274, H16 1.043, H17 1.064
7 S -0.4045 0.9906 0.2455  N4 1.707
8 H 2.3798 1.4497 0.7439  C1 1.151
9 H -2.3803 0.0377 -1.5047  C2 1.148
10 H 3.9644 -0.5677 0.6906  C3 1.090
11 H 3.8635 0.3291 -0.7583  C3 0.989
12 H 3.0403 -1.2489 -0.5802  C3 1.097
13 H 0.9013 -0.8485 -0.5301  N4 1.028
14 H -3.6388 0.8552 1.0569  N5 0.985
15 H -3.0126 1.9173 0.0175  N5 1.087
16 H -1.9943 -1.8565 -0.4891  N6 1.043
17 H -2.6153 -1.4828 1.1221  N6 1.064

Output
Net charge = +1
Orbital gap = 9.0 eV
E_LUMO = -3.268 eV
Relative energy (zero: lowest compared OMol25 entry of this formula, charge and spin) = 232.4 kJ/mol
HOMO level = -12.26 eV


# 7
Below is the ion C3H10N3S with charge +1, with properties calculated with ωB97M-V/def2-TZVPD.

Last columns: bonded neighbours and bond lengths (Å).
CARTESIAN COORDINATES (ANGSTROEM)
1 C -2.0316 -1.2556 -0.0148  C2 1.462, H8 1.080, H9 1.162, H10 1.161
2 C -1.1156 -0.1606 -0.3277  C1 1.462, S3 1.829, N4 1.447, H11 1.300
3 S -1.8431 1.4548 0.1282  C2 1.829, H12 1.451
4 N 0.2279 -0.4775 0.1053  C2 1.447, C5 1.372, H13 1.026
5 C 1.3259 0.3363 -0.0121  N4 1.372, N6 1.373, N7 1.375
6 N 2.4179 0.0378 0.7655  C5 1.373, H14 1.012, H15 1.018
7 N 1.3657 1.4204 -0.8572  C5 1.375, H16 1.020, H17 1.085
8 H -2.1855 -0.9921 1.0209  C1 1.080
9 H -3.0269 -1.1241 -0.6002  C1 1.162
10 H -1.5608 -2.2957 -0.2258  C1 1.161
11 H -1.0390 -0.0442 -1.6199  C2 1.300
12 H -1.2757 1.1618 1.4314  S3 1.451
13 H 0.2169 -1.0014 0.9878  N4 1.026
14 H 3.3259 0.4714 0.6604  N6 1.012
15 H 2.3810 -0.7447 1.4150  N6 1.018
16 H 2.2640 1.5834 -1.3119  N7 1.020
17 H 0.5529 1.6300 -1.5450  N7 1.085

Output
Net charge = +1
SMILES = C[C@@H](S)[NH+]=C(N)N
Orbital gap = 10.0 eV
E_LUMO = -3.278 eV
Relative energy (zero: lowest compared OMol25 entry of this formula, charge and spin) = 103.1 kJ/mol
HOMO level = -13.28 eV


# 8
Below is a cluster of 2 separate species, C3H10N3S in total, with properties calculated with ωB97M-V/def2-TZVPD.

Last columns: bonded neighbours and bond lengths (Å).
CARTESIAN COORDINATES (ANGSTROEM)
1 C 0.9613 0.0650 -1.3683  C2 1.456, N4 1.257, H8 1.120
2 C 1.6974 -0.5444 -2.4673  C1 1.456, H9 1.125, H10 1.081, H11 1.116
3 C -0.1432 -0.6511 0.6252  N4 1.255, N6 1.336, H12 1.063
4 N 0.4829 -0.6644 -0.4626  C1 1.257, C3 1.255
5 N -0.4187 1.4779 1.2063  S7 1.564, H13 1.013
6 N -1.2641 -1.3690 0.7372  C3 1.336, H14 1.079, H16 1.045
7 S -1.3262 1.8677 2.4194  N5 1.564, H15 1.322, H17 1.426
8 H 0.8281 1.1428 -1.0965  C1 1.120
9 H 1.4191 -1.5776 -2.8159  C2 1.125
10 H 2.5966 -0.8962 -1.9816  C2 1.081
11 H 2.0560 -0.0097 -3.3784  C2 1.116
12 H 0.5497 -0.5829 1.4284  C3 1.063
13 H 0.2663 2.1948 0.9963  N5 1.013
14 H -2.1057 -1.3324 0.0630  N6 1.079
15 H -2.5067 1.3531 2.1227  S7 1.322
16 H -1.3379 -1.9205 1.6214  N6 1.045
17 H -1.1782 0.6804 3.1948  S7 1.426

Output
Net charge = +1
Orbital gap = 9.8 eV
E_LUMO = -3.631 eV
Relative energy (zero: lowest compared OMol25 entry of this formula, charge and spin) = 442.7 kJ/mol
HOMO level = -13.47 eV


# 9
Below is an isolated molecule of C3H10N4, with properties calculated with ωB97M-V/def2-TZVPD.

Last columns: bonded neighbours and bond lengths (Å).
CARTESIAN COORDINATES (ANGSTROEM)
1 C 0.7608 -0.0070 1.3062  C2 1.810, H8 1.089, H9 1.087, H10 1.092
2 C 0.0946 -1.3999 0.3610  C1 1.810, N3 1.369, N4 1.243
3 N 0.3147 -2.5466 1.0757  C2 1.369, H11 1.013, H12 1.010
4 N -0.6800 -1.1871 -0.5881  C2 1.243, N5 1.737
5 N -0.6487 0.5336 -0.8256  N4 1.737, C6 1.453, N7 1.347
6 C 0.5026 1.0735 -1.5280  N5 1.453, H13 1.097, H14 1.096, H15 1.089
7 N -1.7026 1.3730 -0.8151  N5 1.347, H16 1.017, H17 1.011
8 H -0.0930 0.3717 1.8661  C1 1.089
9 H 1.3584 0.7970 0.8836  C1 1.087
10 H 1.4550 -0.5422 1.9575  C1 1.092
11 H -0.3109 -3.2991 0.8146  N3 1.013
12 H 0.4554 -2.4339 2.0698  N3 1.010
13 H 0.8872 1.9624 -1.0130  C6 1.097
14 H 0.2341 1.3456 -2.5552  C6 1.096
15 H 1.2894 0.3219 -1.5715  C6 1.089
16 H -1.7868 2.0977 -1.5234  N7 1.017
17 H -2.1301 1.5395 0.0856  N7 1.011

Output
SMILES = C/C(N)=N\N(C)N
Orbital gap = 7.9 eV
E_LUMO = 0.868 eV
Relative energy (zero: lowest compared OMol25 entry of this formula, charge and spin) = 459.4 kJ/mol
HOMO level = -7.00 eV


# 10
Below is a cluster of 2 separate species, C3H10N4 in total, with properties calculated with ωB97M-V/def2-TZVPD.

Last columns: bonded neighbours and bond lengths (Å).
CARTESIAN COORDINATES (ANGSTROEM)
1 H 2.8171 -2.0833 -0.8327  N2 1.018
2 N 2.0274 -1.6017 -0.4077  H1 1.018, C3 1.285
3 C 2.5165 -0.7661 0.4366  N2 1.285, N4 1.359, H5 1.091
4 N 1.7364 0.1150 1.1155  C3 1.359, H6 1.007, H7 1.012
5 H 3.5888 -0.6849 0.6196  C3 1.091
6 H 2.0798 0.4868 1.9863  N4 1.007
7 H 0.7405 -0.0585 1.0684  N4 1.012
8 C -1.5703 -0.8280 0.0808  N9 1.445, H12 1.097, H13 1.087, H14 1.101
9 N -1.3459 0.4407 0.7343  C8 1.445, C10 1.266
10 C -1.4806 1.4721 0.0121  N9 1.266, N11 1.377, H15 1.083
11 N -1.8278 1.5147 -1.3200  C10 1.377, H16 1.011, H17 1.018
12 H -2.5545 -0.8953 -0.3994  C8 1.097
13 H -1.4603 -1.6524 0.7805  C8 1.087
14 H -0.8525 -1.0274 -0.7305  C8 1.101
15 H -1.3682 2.4256 0.5128  C10 1.083
16 H -1.5757 2.3885 -1.7623  N11 1.011
17 H -1.4707 0.7542 -1.8942  N11 1.018

Output
SMILES = [H]/N=C/N.C/N=C\N
Orbital gap = 10.1 eV
E_LUMO = 1.002 eV
Relative energy (zero: lowest compared OMol25 entry of this formula, charge and spin) = 36.0 kJ/mol
HOMO level = -9.06 eV


# 11
Below is an isolated molecule of C3H10N4O, with properties calculated with ωB97M-V/def2-TZVPD.

Last columns: bonded neighbours and bond lengths (Å).
CARTESIAN COORDINATES (ANGSTROEM)
1 C 1.6337 0.7748 -1.2460  N2 1.464, H9 1.088, H10 1.155, H11 1.134
2 N 0.4814 1.2616 -0.4845  C1 1.464, N3 1.366, H12 1.028
3 N 0.3176 0.7248 0.7606  N2 1.366, C4 1.223
4 C -0.2186 -0.3733 0.7969  N3 1.223, C5 1.581, N7 1.378
5 C -1.0828 -1.0065 -0.3656  C4 1.581, N6 1.485, H13 1.106, H14 1.107
6 N -2.1025 -0.1265 -0.9911  C5 1.485, H15 0.977, H16 0.990
7 N -0.2651 -1.0814 1.9786  C4 1.378, O8 1.405, H17 1.004
8 O 0.3436 -0.3669 3.0246  N7 1.405, H18 0.991
9 H 2.5056 0.3892 -0.7212  C1 1.088
10 H 1.9095 1.6934 -1.8895  C1 1.155
11 H 1.2695 0.0067 -1.9971  C1 1.134
12 H 0.5293 2.2865 -0.4216  N2 1.028
13 H -1.3973 -2.0001 0.0046  C5 1.106
14 H -0.4075 -1.2568 -1.2057  C5 1.107
15 H -2.9192 0.0624 -0.4900  N6 0.977
16 H -1.6482 0.7277 -1.2019  N6 0.990
17 H 0.1520 -1.9933 1.9326  N7 1.004
18 H 0.8993 0.2777 2.5163  O8 0.991

Output
SMILES = CN/N=C(\CN)NO
Orbital gap = 9.3 eV
E_LUMO = 0.905 eV
Relative energy (zero: lowest compared OMol25 entry of this formula, charge and spin) = 452.1 kJ/mol
HOMO level = -8.40 eV


# 12
Below is a cluster of 2 separate species, C3H10N4O in total, with properties calculated with ωB97M-V/def2-TZVPD.

Last columns: bonded neighbours and bond lengths (Å).
CARTESIAN COORDINATES (ANGSTROEM)
1 N 0.1162 -1.5548 -0.8248  C2 1.416, H5 1.007, H6 1.017
2 C -1.0366 -0.7443 -0.9603  N1 1.416, C3 1.327, H7 1.093
3 C -1.3854 -0.1011 -2.0675  C2 1.327, N4 1.441, H8 1.087
4 N -2.5490 0.7480 -2.0775  C3 1.441, H9 1.014, H10 1.011
5 H -0.0485 -2.3281 -0.2015  N1 1.007
6 H 0.9133 -1.0293 -0.4734  N1 1.017
7 H -1.6181 -0.5434 -0.0569  C2 1.093
8 H -0.8742 -0.2218 -3.0190  C3 1.087
9 H -3.1303 0.4845 -2.8655  N4 1.014
10 H -2.2890 1.7113 -2.2395  N4 1.011
11 N 1.3924 -0.1767 2.8584  C12 1.360, H15 1.012, H16 1.003
12 C 1.7770 0.1535 1.5967  N11 1.360, N13 1.389, O14 1.215
13 N 1.3455 1.3971 1.1535  C12 1.389, H17 1.014, H18 1.017
14 O 2.4428 -0.5903 0.9034  C12 1.215
15 H 1.9360 -0.8888 3.3286  N11 1.012
16 H 1.0416 0.5482 3.4556  N11 1.003
17 H 1.6120 1.5668 0.1895  N13 1.014
18 H 0.3543 1.5691 1.3002  N13 1.017

Output
SMILES = N/C=C/N.NC(N)=O
Orbital gap = 9.4 eV
E_LUMO = 0.726 eV
Relative energy (zero: lowest compared OMol25 entry of this formula, charge and spin) = 96.7 kJ/mol
HOMO level = -8.68 eV